Here is 9 unconnected molecules or ions with the total composition C10H38O9 at a distorted geometry from OMol25. Energies are from ωB97M-V/def2-TZVPD.

**Largest force on an atom**: 4.1 eV Å⁻¹
**Energy above the lowest of the compared OMol25 structures with the same formula, charge and spin**: 431.6 kJ/mol
**Lowest unoccupied orbital energy**: 0.06 eV
**2S+1**: 1
**Structure (SMILES)**: CCO.CO.CO.CO.CO.CO.CO.CO.CO

Last column: Löwdin charge in e.
Element x y z (Å)
C  1.338  -12.471  -26.295  -0.07
C  2.675  -12.739  -25.542  -0.27
O  2.919  -14.141  -25.447  -0.10
H  1.123  -11.411  -26.175  0.07
H  0.467  -13.068  -25.922  0.09
H  1.393  -12.572  -27.413  0.05
H  2.624  -12.309  -24.554  0.11
H  3.447  -12.149  -25.937  0.09
H  2.245  -14.544  -24.852  0.10
C  4.933  -18.489  -27.082  -0.19
O  4.348  -17.393  -26.454  -0.13
H  4.688  -19.388  -26.589  0.05
H  6.011  -18.448  -27.069  0.07
H  4.746  -18.542  -28.175  0.09
H  3.500  -17.100  -26.792  0.02
C  3.239  -12.650  -30.338  -0.15
O  3.086  -11.613  -29.367  -0.13
H  2.939  -12.312  -31.311  0.07
H  2.748  -13.532  -30.175  0.02
H  4.336  -12.875  -30.431  0.10
H  3.989  -11.268  -29.153  0.10
C  5.567  -14.750  -28.074  -0.14
O  4.923  -13.651  -27.418  -0.14
H  6.357  -14.342  -28.728  0.09
H  4.758  -15.177  -28.696  0.07
H  5.819  -15.614  -27.533  0.04
H  4.226  -13.968  -26.821  0.03
C  -0.588  -12.766  -30.164  -0.14
O  -0.876  -12.455  -28.785  -0.10
H  -1.427  -12.897  -30.814  0.07
H  0.071  -13.598  -30.354  0.05
H  -0.170  -11.886  -30.599  0.07
H  -0.156  -11.935  -28.457  0.03
C  1.152  -19.718  -26.256  -0.12
O  0.339  -18.880  -27.079  -0.16
H  2.233  -19.609  -26.438  0.08
H  0.811  -20.775  -26.304  0.09
H  1.023  -19.355  -25.238  0.07
H  -0.523  -18.852  -26.625  0.08
C  -1.808  -15.897  -27.980  -0.16
O  -1.835  -15.337  -26.689  -0.10
H  -2.791  -16.203  -28.292  0.07
H  -1.161  -16.755  -28.227  0.08
H  -1.530  -15.154  -28.734  0.07
H  -2.041  -16.033  -26.066  0.06
C  0.473  -16.606  -25.110  -0.18
O  0.409  -16.829  -23.718  -0.10
H  0.399  -15.502  -25.264  0.08
H  -0.320  -17.089  -25.644  0.05
H  1.437  -16.961  -25.487  0.08
H  -0.555  -16.693  -23.537  0.10
C  1.695  -15.420  -28.199  -0.11
O  2.213  -16.761  -28.056  -0.11
H  2.509  -14.691  -28.174  0.06
H  1.053  -15.125  -27.383  0.05
H  1.129  -15.169  -29.071  0.06
H  1.459  -17.338  -27.928  0.04

=====

Here is 5 unconnected molecules or ions with the total composition C12H19Br4FN2O4 at a distorted geometry from OMol25. Energies are from ωB97M-V/def2-TZVPD.

**Net charge**: -1
**Largest force on an atom**: 5.2 eV Å⁻¹
**Lowest unoccupied orbital energy (alpha / beta)**: 2.39 / 2.39 eV
**2S+1**: 2

Last column: Löwdin charge in e.
Element x y z (Å)
C  36.611  31.681  -12.293  0.05
N  37.415  32.826  -11.842  -0.48
O  38.609  32.585  -11.581  0.00
O  36.838  33.788  -11.481  0.09
H  36.412  31.134  -11.371  0.11
H  37.267  31.241  -13.045  0.10
H  35.734  32.248  -12.604  0.09
C  30.972  31.186  -13.571  -0.04
N  32.436  31.217  -13.261  -0.61
O  32.928  32.181  -12.601  -0.23
O  33.197  30.356  -13.677  -0.18
H  30.974  30.149  -13.908  0.06
H  30.722  31.913  -14.343  0.04
H  30.417  31.462  -12.675  0.06
Br  34.165  26.045  -16.601  0.55
C  32.653  26.911  -15.654  -0.66
C  31.641  25.942  -14.977  -0.62
Br  31.028  24.657  -16.346  0.52
H  32.216  27.567  -16.407  0.04
H  32.920  27.760  -15.025  0.05
H  30.784  26.427  -14.509  0.06
H  31.959  25.237  -14.209  0.04
Br  32.455  34.523  -15.247  0.63
C  31.887  35.979  -14.048  -0.68
C  30.724  35.325  -13.246  -0.66
Br  30.151  36.723  -11.917  0.52
H  31.497  36.892  -14.498  0.05
H  32.641  36.283  -13.322  0.05
H  31.147  34.473  -12.715  0.03
H  29.833  35.049  -13.810  0.05
F  34.872  28.969  -20.291  0.02
C  35.056  29.461  -19.032  -0.29
C  36.324  29.280  -18.384  -0.02
C  36.417  29.786  -17.072  -0.09
C  35.362  30.503  -16.470  -0.07
C  34.097  30.581  -17.129  -0.04
C  33.976  30.056  -18.454  -0.03
H  37.008  28.514  -18.719  0.10
H  37.364  29.681  -16.563  0.09
H  35.403  30.935  -15.481  0.09
H  33.342  31.292  -16.828  0.09
H  33.094  29.976  -19.072  0.11